1.
A 15-piece molecular cluster, C58H102BF4N15 overall. Source: OMol25; level of theory: ωB97M-V/def2-TZVPD.

Geometry (Å):
C (-2.3161, 1.0851, 1.6320)
C (-0.7970, 0.8084, 1.8905)
N (-0.1276, 0.5481, 0.6290)
C (-0.0657, 1.1807, -0.5893)
C (0.7860, 0.5263, -1.4033)
N (1.2637, -0.5367, -0.6001)
C (0.6992, -0.4678, 0.5466)
C (2.4846, -1.3317, -0.8234)
H (-2.9089, 1.4204, 2.4346)
H (-2.8308, 0.2132, 1.3307)
H (-2.4424, 1.8616, 0.8410)
H (-0.7030, -0.1096, 2.4304)
H (-0.3319, 1.6329, 2.4767)
H (-0.5879, 2.1079, -0.6827)
H (1.0728, 0.6215, -2.4286)
H (0.7150, -1.2626, 1.2239)
H (2.3652, -2.2812, -0.3149)
H (3.3234, -0.8452, -0.4109)
H (2.6278, -1.5280, -1.9162)
B (-0.7873, 4.9136, 1.4561)
F (0.1012, 4.4799, 2.4388)
F (-2.0951, 4.8927, 2.1422)
F (-0.5127, 6.1109, 0.8457)
F (-0.8865, 3.8703, 0.4546)
C (1.6742, -4.8955, -7.0372)
C (1.5469, -4.1731, -5.6491)
C (2.8038, -3.3742, -5.2146)
C (3.1721, -2.2921, -6.0772)
N (3.5009, -1.4522, -6.7965)
H (1.9101, -4.2383, -7.8944)
H (0.7935, -5.4035, -7.3683)
H (2.5252, -5.5730, -6.9952)
H (1.2815, -4.8966, -4.8999)
H (0.7624, -3.4110, -5.6055)
H (3.7360, -3.9448, -5.1293)
H (2.6996, -2.9814, -4.1744)
C (-2.9333, 0.1791, -4.8292)
C (-1.9703, 0.5696, -5.9063)
C (-0.8519, -0.4712, -6.1505)
C (0.1357, -0.5019, -5.0302)
N (0.9071, -0.5182, -4.1632)
H (-2.3428, 0.1480, -3.9019)
H (-3.3270, -0.8237, -5.0011)
H (-3.6579, 0.9618, -4.6620)
H (-1.5110, 1.5337, -5.6992)
H (-2.4592, 0.7568, -6.8416)
H (-0.2278, -0.1864, -6.9910)
H (-1.1457, -1.4673, -6.3769)
C (6.9961, -3.8947, -4.1547)
C (7.2595, -2.8289, -3.1562)
C (6.8199, -3.2618, -1.7460)
C (5.3788, -3.6084, -1.7163)
N (4.3146, -4.0373, -1.7411)
H (7.2599, -3.7708, -5.2164)
H (5.9373, -4.1864, -4.1760)
H (7.4307, -4.8462, -3.8585)
H (6.6872, -1.9719, -3.3909)
H (8.3002, -2.5385, -3.0521)
H (6.9614, -2.4394, -1.0252)
H (7.3624, -4.1960, -1.3420)
C (-4.5168, 6.5535, 0.8833)
C (-4.7734, 5.0580, 0.9370)
C (-5.1752, 4.6594, 2.3202)
C (-5.3273, 3.2051, 2.3692)
N (-5.4675, 2.1120, 2.6576)
H (-5.4816, 7.1233, 1.0306)
H (-4.0994, 6.9069, -0.1050)
H (-3.7498, 6.7864, 1.6054)
H (-3.8626, 4.6229, 0.5892)
H (-5.5817, 4.7919, 0.2433)
H (-6.0935, 5.2575, 2.6280)
H (-4.4049, 4.9284, 2.9885)
C (3.3148, 4.6081, -1.5042)
C (1.9249, 4.7129, -0.9743)
C (0.8822, 5.1184, -2.0725)
C (0.8493, 4.2709, -3.2724)
N (0.8822, 3.6064, -4.1965)
H (3.9856, 4.0712, -0.8063)
H (3.7292, 5.6014, -1.7897)
H (3.1954, 4.0911, -2.5005)
H (1.7889, 5.4968, -0.2533)
H (1.6155, 3.7870, -0.3868)
H (1.0439, 6.1516, -2.3711)
H (-0.0873, 5.0413, -1.6559)
C (1.0254, -1.2521, 5.2192)
C (-0.0469, -1.9691, 6.0149)
C (-0.9815, -2.9195, 5.2068)
C (-0.3136, -4.2418, 4.8315)
N (0.2230, -5.2170, 4.5950)
H (1.5047, -0.4884, 5.8329)
H (0.4775, -0.7268, 4.4668)
H (1.7412, -1.9861, 4.8039)
H (-0.6679, -1.1669, 6.4411)
H (0.4058, -2.5077, 6.8676)
H (-1.2540, -2.3882, 4.3175)
H (-1.8958, -3.0355, 5.7767)
C (5.9239, 0.8229, -5.4484)
C (5.5521, 1.9996, -4.5254)
C (4.6488, 1.7499, -3.2667)
C (4.9291, 0.4641, -2.6928)
N (5.3418, -0.5040, -2.1792)
H (6.3524, 0.1213, -4.7473)
H (6.7105, 1.1472, -6.1492)
H (5.1115, 0.4038, -6.0438)
H (5.1213, 2.8132, -5.0795)
H (6.5145, 2.3011, -4.1269)
H (3.6026, 1.7646, -3.4320)
H (4.8844, 2.5269, -2.4998)
C (2.9429, 2.0926, 5.2341)
C (3.6201, 3.2720, 4.6204)
C (2.8346, 3.5933, 3.2844)
C (2.7161, 2.5483, 2.2643)
N (2.6129, 1.6431, 1.5729)
H (1.8887, 2.3000, 5.4119)
H (3.4008, 1.7964, 6.2051)
H (3.0466, 1.2817, 4.4981)
H (4.6456, 3.0686, 4.3527)
H (3.6793, 4.2469, 5.1054)
H (3.2552, 4.5217, 2.9019)
H (1.7855, 3.8049, 3.5870)
C (-4.3366, 2.9383, 6.2093)
C (-3.4023, 4.0324, 5.7352)
C (-2.4078, 3.6576, 4.7013)
C (-1.6868, 2.4855, 5.0545)
N (-1.2181, 1.4194, 5.1041)
H (-4.9324, 3.3186, 7.0089)
H (-3.7819, 2.1093, 6.5577)
H (-4.8740, 2.5594, 5.3284)
H (-2.8040, 4.5058, 6.5696)
H (-3.9956, 4.8158, 5.2590)
H (-1.8194, 4.5072, 4.4618)
H (-2.8564, 3.3908, 3.7300)
C (-4.3644, -0.8209, 4.2687)
C (-5.8316, -0.8914, 4.4975)
C (-6.5748, -1.2872, 3.2456)
C (-6.0660, -2.3797, 2.4925)
N (-5.7009, -3.2743, 1.8874)
H (-3.8710, -1.6258, 3.7633)
H (-3.6757, -0.7547, 5.1113)
H (-4.0422, 0.0571, 3.7268)
H (-6.2903, -0.0599, 4.9487)
H (-6.0199, -1.6546, 5.2074)
H (-6.5662, -0.3228, 2.6631)
H (-7.5833, -1.4114, 3.5928)
C (-5.4911, -0.7238, -2.0255)
C (-4.8989, 0.0306, -0.8098)
C (-5.3488, 1.4672, -0.6869)
C (-4.5893, 2.2605, -1.7458)
N (-3.9556, 2.7525, -2.5725)
H (-6.5562, -0.4584, -2.0546)
H (-5.3323, -1.7910, -1.8912)
H (-5.0029, -0.4605, -2.9665)
H (-3.8350, 0.0157, -1.0352)
H (-5.0314, -0.4701, 0.1375)
H (-5.0769, 1.9060, 0.2757)
H (-6.3826, 1.7258, -0.8322)
C (2.4392, -6.5596, 0.0156)
C (2.8178, -6.7220, 1.4824)
C (1.8966, -5.9674, 2.4329)
C (1.8616, -4.5645, 2.0341)
N (1.5923, -3.4927, 1.7377)
H (1.3915, -6.8896, -0.2207)
H (3.0445, -7.1744, -0.6946)
H (2.6045, -5.5684, -0.4236)
H (3.7900, -6.2482, 1.6166)
H (2.8156, -7.7702, 1.7223)
H (2.2988, -6.0383, 3.4227)
H (0.9483, -6.3655, 2.3379)
C (-1.2805, -2.4907, -2.0836)
C (-0.4634, -3.4464, -1.2611)
C (-1.2095, -4.0214, -0.0847)
C (-1.5254, -3.0536, 0.9726)
N (-1.6720, -2.2405, 1.7729)
H (-1.4341, -1.5598, -1.4995)
H (-2.2301, -2.9435, -2.4002)
H (-0.7255, -2.1570, -2.9635)
H (0.4860, -3.0987, -0.9857)
H (-0.2494, -4.2909, -1.9170)
H (-0.5508, -4.7795, 0.3485)
H (-2.1496, -4.4451, -0.4989)

Kohn-Sham gap   0.3725 Eh
E   -95701.2367 eV
Molecular weight   1096.363 g mol⁻¹


2.
A 2-piece molecular cluster, CH6ClNSi overall. Source: OMol25; level of theory: ωB97M-V/def2-TZVPD.

Geometry (Å):
C (0.6152, -1.7875, 1.1219)
N (-1.2489, 1.8762, -0.6123)
Si (0.2885, 1.0686, -0.6556)
Cl (1.0289, -3.0979, -0.0092)
H (1.5554, -1.5189, 1.3753)
H (-0.1358, -2.1363, 1.8030)
H (-2.0322, 1.4220, -0.9584)
H (-1.6348, 2.5785, 0.0626)
H (-0.0305, -0.1131, -1.4481)
H (1.5942, 1.7082, -0.6790)

Kohn-Sham gap (alpha / beta)   0.3126 / 0.2367 Eh
E   -23020.7350 eV
Molecular weight   95.605 g mol⁻¹


3.
C18H29FN5O3P in the gas phase. Source: OMol25; level of theory: ωB97M-V/def2-TZVPD.

Geometry (Å):
C (1.5845, 4.8842, -1.7753)
C (2.6278, 4.3385, -0.8069)
N (2.2339, 3.0632, -0.2856)
N (2.8369, 1.9465, -0.5693)
N (2.2438, 1.0021, 0.0810)
C (1.2474, 1.5936, 0.7776)
N (0.4511, 0.9491, 1.6588)
C (0.3359, -0.4812, 1.5526)
C (-0.0767, -1.1008, 2.8568)
C (-0.5927, -2.3908, 2.8756)
C (-0.9768, -2.9810, 4.0652)
C (-0.8379, -2.2650, 5.2400)
F (-1.2092, -2.8353, 6.4067)
C (-0.3245, -0.9823, 5.2524)
C (0.0544, -0.4057, 4.0532)
P (-0.9670, -0.8757, 0.2587)
O (-2.3219, -0.7663, 0.7970)
O (-0.7226, -2.3354, -0.3259)
C (0.2557, -2.8548, -1.2423)
C (-0.1851, -2.5323, -2.6686)
C (0.2411, -4.3670, -1.0079)
C (1.6432, -2.2833, -0.9780)
O (-0.5876, 0.1413, -0.9268)
C (-1.4924, 1.0763, -1.5464)
C (-1.9640, 2.1131, -0.5296)
C (-2.6870, 0.3394, -2.1445)
C (-0.6607, 1.7418, -2.6451)
N (1.2200, 2.9082, 0.5558)
H (0.6172, 4.9451, -1.2826)
H (1.4974, 4.2408, -2.6477)
H (1.8743, 5.8781, -2.1039)
H (2.7513, 5.0244, 0.0358)
H (3.5878, 4.1867, -1.3037)
H (-0.4059, 1.4325, 1.8926)
H (1.3167, -0.8530, 1.2483)
H (-0.7109, -2.9307, 1.9505)
H (-1.3855, -3.9786, 4.0897)
H (-0.2275, -0.4503, 6.1855)
H (0.4644, 0.5924, 4.0492)
H (-0.1018, -1.4641, -2.8451)
H (0.4435, -3.0587, -3.3824)
H (-1.2187, -2.8382, -2.8129)
H (-0.7599, -4.7567, -1.1730)
H (0.9319, -4.8582, -1.6873)
H (0.5335, -4.5901, 0.0152)
H (2.0030, -2.5931, 0.0009)
H (1.6260, -1.1968, -1.0272)
H (2.3363, -2.6536, -1.7295)
H (-2.4917, 1.6112, 0.2769)
H (-1.1175, 2.6637, -0.1238)
H (-2.6405, 2.8167, -1.0081)
H (-2.3533, -0.3904, -2.8781)
H (-3.2243, -0.1781, -1.3555)
H (-3.3535, 1.0481, -2.6295)
H (-1.2310, 2.5377, -3.1155)
H (-0.3768, 1.0139, -3.4012)
H (0.2461, 2.1590, -2.2170)

Kohn-Sham gap   0.3454 Eh
E   -44738.4029 eV
Molecular weight   413.434 g mol⁻¹


Let's list max |F| in order: 3.7; 3.3; 1.5 eV/Å.
Let's list energy relative to the best compared isomer or geometry (same formula, charge and spin) in order: 0.4067; 6.0934; 0.0000 eV.